A single C13H13N3O2 molecule in a non-equilibrium geometry, computed with the ωB97M-V functional and the def2-TZVPD basis.

HOMO = -8.0 eV
spin multiplicity = 1
relative energy (zero: lowest compared OMol25 entry of this formula, charge and spin) = 144.55 kcal per mole
SMILES = COn1c2c(c3c4nonc4ccc31)CCCC2

CARTESIAN COORDINATES (ANGSTROEM)
C 0.15808 3.52484 -0.05575
O 0.96706 2.55618 -0.69231
N 0.47471 1.21728 -0.48701
C 1.01202 0.28560 0.42903
C 0.30043 -0.84493 0.24156
C -0.77439 -0.58390 -0.68526
C -1.87752 -1.33835 -1.13572
N -2.07881 -2.58401 -0.81744
O -3.32824 -2.82843 -1.57125
N -3.57572 -1.63029 -2.38151
C -2.76460 -0.69414 -2.01660
C -2.56299 0.53182 -2.59551
C -1.47232 1.32580 -2.16719
C -0.59071 0.73226 -1.20207
C 0.61462 -2.17039 0.86737
C 1.39098 -1.89977 2.15164
C 2.53063 -0.96655 2.04027
C 2.03955 0.40244 1.40174
H -0.29343 3.18083 0.94200
H -0.76726 3.72473 -0.66519
H 0.66969 4.43964 0.10250
H -3.28756 0.88019 -3.31714
H -1.31096 2.29950 -2.58769
H -0.29527 -2.67214 1.16789
H 1.26284 -2.58898 0.21138
H 1.88628 -2.83477 2.56445
H 0.72242 -1.40010 2.96024
H 2.95156 -0.65400 2.92348
H 3.31883 -1.36802 1.37960
H 1.78888 1.15341 2.18899
H 2.89121 0.80426 0.80550

A single C13H13N3OS molecule, computed with the ωB97M-V functional and the def2-TZVPD basis.

HOMO = -8.1 eV
spin multiplicity = 1
relative energy (zero: lowest compared OMol25 entry of this formula, charge and spin) = 0.00 kcal per mole
SMILES = CN1C(=O)[C@@H](Cc2c[nH]c3ccccc23)NC1=S

CARTESIAN COORDINATES (ANGSTROEM)
C 2.56885 0.57739 -1.44015
N 1.65426 -0.51396 -1.23488
C 1.57627 -1.25776 -0.08592
O 2.26228 -1.12084 0.89168
C 0.44465 -2.25763 -0.31096
C -0.73805 -1.96127 0.63646
C -1.13919 -0.52209 0.59246
C -1.70348 0.15868 -0.45007
N -1.89710 1.46679 -0.10652
C -1.46810 1.66057 1.17454
C -1.48055 2.80086 1.96873
C -0.99270 2.68767 3.25198
C -0.49509 1.47387 3.73521
C -0.47645 0.34234 2.95291
C -0.97346 0.42392 1.65197
N 0.12108 -2.02563 -1.69343
C 0.74540 -0.93350 -2.18070
S 0.49885 -0.23542 -3.63635
H 3.09793 0.74552 -0.50460
H 3.27783 0.33042 -2.23220
H 2.01658 1.47194 -1.72928
H 0.79591 -3.28401 -0.15286
H -1.57387 -2.60754 0.35435
H -0.42776 -2.21597 1.64947
H -1.99393 -0.18838 -1.42352
H -2.29165 2.17062 -0.70675
H -1.86515 3.73775 1.59297
H -0.99301 3.55129 3.90035
H -0.12028 1.43057 4.74695
H -0.08350 -0.58657 3.33726
H -0.68714 -2.41764 -2.14577

A molecular structure, C13H14Br2CaI2N5OS3 in a non-equilibrium geometry, computed with the ωB97M-V functional and the def2-TZVPD basis.

HOMO = -11.2 eV
spin multiplicity = 1
relative energy (zero: lowest compared OMol25 entry of this formula, charge and spin) = 2.06 kcal per mole
net charge = +1

CARTESIAN COORDINATES (ANGSTROEM)
Ca -1.52865 -0.90394 -1.32467
S 0.30155 1.07630 -1.55462
C 0.62760 1.83551 -0.02931
C 1.96841 1.95300 0.36937
C 2.33566 2.53001 1.56569
C 3.72847 2.55510 1.91173
N 4.84905 2.53649 2.15405
C 1.36843 3.05521 2.43852
C 0.03623 2.98564 2.06082
C -0.32543 2.38779 0.85532
S -2.02770 2.47104 0.42749
C 1.72632 3.64645 3.68981
N 2.01340 4.11836 4.69459
H 2.73728 1.57530 -0.29100
H -0.71848 3.38845 2.72090
Br -1.89181 -1.16802 -4.40002
C -1.88923 0.65658 -5.07694
Br -2.86181 1.88894 -3.99047
H -2.35446 0.60119 -6.05542
H -0.85146 0.96881 -5.11859
I -5.15084 -0.35190 -2.11034
C -5.58443 -2.19791 -1.19168
I -3.82325 -3.21193 -0.60256
H -6.09900 -2.83065 -1.90644
H -6.18625 -2.03111 -0.30554
O -1.64431 0.03218 0.69190
N -2.50084 0.87456 0.37707
C 3.56793 -1.41890 0.02657
N 2.41097 -2.03433 -0.59322
C 1.27575 -2.33532 0.03095
S 0.02188 -3.09975 -0.88487
N 1.16515 -2.08184 1.33069
C 0.03616 -2.39748 2.18699
H 4.29302 -1.19064 -0.74890
H 4.03694 -2.09273 0.74531
H 3.29693 -0.48124 0.51657
H 2.41382 -2.20767 -1.58467
H 1.96253 -1.65697 1.78287
H -0.67759 -2.99044 1.62041
H -0.44077 -1.47833 2.52969
H 0.38282 -2.97582 3.04193

A molecular structure, C13H14BrF6IN2O6S4Ti in a non-equilibrium geometry, computed with the ωB97M-V functional and the def2-TZVPD basis.

HOMO (spin up / spin down) = -6.8 / -7.6 eV
spin multiplicity = 3
relative energy (zero: lowest compared OMol25 entry of this formula, charge and spin) = 71.87 kcal per mole

CARTESIAN COORDINATES (ANGSTROEM)
Ti 0.68961 0.84645 0.57743
F -2.34381 -1.71838 2.93435
C -2.80289 -0.79757 2.08816
F -2.63594 0.40628 2.64748
F -4.10794 -0.98822 1.92971
S -1.84361 -0.85168 0.45148
O -1.29860 0.49527 0.41505
O -2.78286 -1.20091 -0.54455
N -0.76812 -1.96242 0.72966
S 0.46520 -1.44843 1.54546
O 0.13645 -0.41617 2.48591
O 1.58422 -1.12865 0.70266
C 1.00255 -2.96738 2.48208
F 1.41760 -3.88557 1.61959
F 2.00759 -2.66048 3.29507
F 0.01341 -3.47254 3.20500
C 3.15406 2.49454 1.59505
O 2.65331 1.27374 1.03358
C 2.58764 1.24124 -0.37072
S 3.50446 0.15468 -1.20814
S 1.52162 2.45283 -1.02723
H 3.95262 2.24088 2.29903
H 2.34961 3.02158 2.12263
H 3.55196 3.13267 0.79840
Br -0.71397 -0.73492 -5.28039
C 0.27337 -2.13161 -4.50938
C 0.65340 -3.22262 -5.27447
C 1.37743 -4.24749 -4.68847
C 1.69586 -4.19204 -3.34110
C 1.31610 -3.09859 -2.57877
C 0.61310 -2.05645 -3.16215
I 0.11982 -0.30252 -1.99899
H 0.38215 -3.25942 -6.31640
H 1.68880 -5.08680 -5.29291
H 2.24519 -4.99779 -2.87981
H 1.57550 -3.04855 -1.53012
C -1.83898 3.38760 -0.10738
N -1.80718 3.42426 1.33574
C -2.90477 4.10278 1.98816
C -0.82088 2.89205 2.06208
O 0.15286 2.24941 1.61789
H -1.94025 4.40152 -0.49780
H -2.68216 2.78553 -0.45546
H -0.90835 2.95607 -0.49051
H -3.74666 4.14878 1.30203
H -2.62636 5.12047 2.27364
H -3.22129 3.56489 2.87877
H -0.89088 3.08371 3.13866

A single C13H14Cl2N4 molecule, computed with the ωB97M-V functional and the def2-TZVPD basis.

HOMO = -8.1 eV
spin multiplicity = 1
SMILES = N#C/C=C(/N)N1CCN(c2ccc(Cl)c(Cl)c2)CC1

CARTESIAN COORDINATES (ANGSTROEM)
N 2.71544 -1.37252 -4.14834
C 2.44835 -2.04113 -3.24842
C 2.19464 -2.90030 -2.18534
C 1.18326 -2.82209 -1.27491
N 0.97280 -3.88499 -0.40340
N 0.29283 -1.78932 -1.20367
C -0.85365 -1.79432 -0.33264
C -0.63981 -0.79929 0.80912
N -0.43483 0.52843 0.26265
C -0.68518 1.63231 1.03705
C -0.66052 1.54101 2.43745
C -0.89080 2.64551 3.22917
C -1.15037 3.88334 2.66197
Cl -1.43188 5.25912 3.66575
C -1.18211 3.99022 1.27702
Cl -1.51749 5.50850 0.53061
C -0.96160 2.88557 0.47565
C -0.27204 0.61576 -1.17091
C 0.66017 -0.47613 -1.70022
H 2.86685 -3.74620 -2.13248
H 0.78998 -3.64412 0.55924
H 1.66348 -4.61482 -0.49043
H -1.73897 -1.50402 -0.90925
H -1.03202 -2.79662 0.05260
H 0.23873 -1.10620 1.39627
H -1.51447 -0.80157 1.46980
H -0.44045 0.60306 2.91895
H -0.86324 2.55504 4.30343
H -1.02760 3.01937 -0.59044
H -1.24026 0.56686 -1.68986
H 0.19236 1.57168 -1.41521
H 0.62724 -0.45714 -2.79449
H 1.69116 -0.25501 -1.39668

A molecular structure, C13H14Cl5N3ORhS2 in a non-equilibrium geometry, computed with the ωB97M-V functional and the def2-TZVPD basis.

HOMO (spin up / spin down) = -4.0 / -4.0 eV
spin multiplicity = 5
net charge = -1

CARTESIAN COORDINATES (ANGSTROEM)
Rh -0.05802 -0.14872 -0.09105
C -1.56605 -0.80972 2.39282
C -2.00104 0.60228 1.96149
N -1.02757 1.36498 1.18084
C 0.04509 2.03312 1.91542
C 1.10237 1.11188 2.54604
S 1.84505 -0.19731 1.48686
C 1.31945 -1.73014 2.31982
C 0.14168 -2.49187 1.69705
N -0.98318 -1.63210 1.33235
H -2.44252 -1.29251 2.84333
H -0.83385 -0.73744 3.19447
H -2.27969 1.12628 2.88871
H -2.90040 0.52748 1.34771
H -1.48106 1.99664 0.52221
H -0.34829 2.62406 2.75736
H 0.50952 2.71839 1.20997
H 0.70036 0.60070 3.42023
H 1.91437 1.74589 2.90358
H 1.13783 -1.50273 3.37177
H 2.18484 -2.39428 2.30521
H -0.12374 -3.24278 2.45903
H 0.42591 -3.00156 0.77747
H -1.66744 -2.12690 0.77367
S -1.12887 1.79976 -2.18987
C -1.00067 3.20408 -3.09454
N -0.91263 4.16978 -3.73639
O -1.00318 -1.59912 -1.33045
Cl 0.51524 -2.04532 -3.40433
C 1.73881 -0.87094 -3.00979
C 1.62744 -0.10994 -1.84538
C 2.62417 0.84655 -1.70145
Cl 2.52176 2.01345 -0.39274
C 3.69948 1.01969 -2.57369
Cl 4.91504 2.22113 -2.29778
C 3.78971 0.20163 -3.68913
Cl 5.11624 0.36013 -4.78746
C 2.78956 -0.73984 -3.91693
Cl 2.88819 -1.73586 -5.33070

Electronic energy in eV, matching the order above: -22251.2569 -31046.5896 -230431.3608 -189875.5261 -44713.0057 -107513.8944